# 1
Here is the molecule C10H17P in a non-equilibrium geometry from the Open Molecules 2025 dataset. Energies are from ωB97M-V/def2-TZVPD.

Structure (XYZ):
```
28
C10H17P (ωB97M-V/def2-TZVPD)
C -0.26 -2.20 0.44
C -1.50 -2.28 -0.17
C 0.46 -1.10 0.28
C -1.07 0.31 -1.23
C 2.01 -0.67 2.05
C 2.80 -1.75 -0.17
C -2.43 2.42 -1.53
C -0.69 2.41 0.40
C 1.88 -0.69 0.48
C -1.05 1.79 -1.03
P -2.21 -0.80 -0.56
H 0.21 -3.03 0.89
H -2.12 -3.18 0.03
H 2.32 -1.66 2.54
H 1.04 -0.38 2.42
H 2.81 0.00 2.13
H 2.90 -1.37 -1.24
H 2.40 -2.69 -0.04
H 3.77 -1.73 0.48
H -2.87 1.83 -2.36
H -2.22 3.48 -1.83
H -3.15 2.63 -0.75
H -1.08 1.65 1.20
H -1.03 3.40 0.41
H 0.36 2.23 0.55
H 2.18 0.24 -0.02
H -0.30 2.22 -1.82
H -3.15 -1.10 -1.56
```

Properties
Maximum force: 0.103 hartree/bohr
Spin multiplicity: 1
HOMO level (alpha / beta): -7.222 / -7.339 eV
Frontier orbital gap (alpha / beta): 7.2268 / 7.2447 eV
Total energy: -19926.361 eV



# 2
Here is the molecule C6H10O in a non-equilibrium geometry from the Open Molecules 2025 dataset. Energies are from ωB97M-V/def2-TZVPD.

Structure (XYZ):
```
17
C6H10O (ωB97M-V/def2-TZVPD)
C -1.78 -0.68 0.27
C -0.90 -0.10 -0.82
O -0.67 1.30 -0.60
C 0.72 1.55 -0.42
C 1.39 0.23 -0.07
C 0.81 -0.40 1.14
C 0.42 -0.75 -0.53
H -0.99 -0.49 1.11
H -1.74 -1.77 0.25
H -2.84 -0.37 0.17
H -1.30 -0.26 -1.84
H 1.17 1.94 -1.34
H 0.82 2.30 0.37
H 2.45 0.11 -0.23
H 0.51 0.34 1.92
H 1.29 -1.24 1.62
H 0.63 -1.72 -0.99
```

Properties
Maximum force: 0.065 hartree/bohr
Spin multiplicity: 1
HOMO level: -9.000 eV
Frontier orbital gap: 10.1097 eV
Total energy: -8428.354 eV



# 3
Here is a cluster of 2 separate species, C5H13NO in total in a non-equilibrium geometry from the Open Molecules 2025 dataset. Energies are from ωB97M-V/def2-TZVPD.

Structure (XYZ):
```
20
C5H13NO (ωB97M-V/def2-TZVPD)
C -2.04 0.45 0.41
C -0.84 1.21 -0.13
C 0.34 0.26 -0.27
C 1.56 0.65 -0.68
C 2.69 -0.32 -0.80
N 1.83 2.01 -0.88
H -1.77 -0.10 1.33
H -2.86 1.06 0.81
H -2.46 -0.29 -0.27
H -0.56 2.01 0.55
H -1.16 1.54 -1.13
H 0.08 -0.78 -0.16
H 2.38 -1.35 -0.78
H 3.25 -0.04 -1.71
H 3.45 -0.09 -0.04
H 2.19 2.30 -1.78
H 0.99 2.58 -0.77
O -1.98 -3.79 2.02
H -2.71 -3.64 1.40
H -2.37 -3.67 2.89
```

Properties
Maximum force: 0.036 hartree/bohr
Spin multiplicity: 1
HOMO level: -7.934 eV
Frontier orbital gap: 8.8053 eV
Total energy: -8932.752 eV